No. 1
C10H10ClF5OTeTi | wB97M-V/def2-TZVPD

The value obtained for the HOMO energy (spin up / spin down) is -4.308 / -4.420 eV. The charge is -1. The spin multiplicity is 2. The total energy is -2539.4596 hartree.

XYZ file:
```
29
Properties=species:S:1:pos:R:3:nbo_charge:R:1
C 1.684 -2.035 0.963 -0.31
C 1.474 -2.086 -0.475 -0.38
C 0.067 -2.214 -0.696 -0.32
H 2.243 -2.104 -1.249 0.24
C -0.588 -2.222 0.576 -0.27
C 0.418 -2.156 1.590 -0.28
H 0.235 -2.274 2.657 0.22
H 2.652 -1.963 1.461 0.23
H -0.406 -2.378 -1.663 0.20
H -1.658 -2.333 0.749 0.23
Ti 0.942 0.358 -0.104 1.23
Cl 3.308 0.215 -0.432 -0.48
C 0.330 2.265 -0.908 -0.34
C -0.904 1.392 -0.974 -0.01
C -0.510 0.358 -1.996 -0.17
H -1.839 1.957 -1.106 0.23
C 0.818 0.511 -2.353 -0.29
C 1.323 1.737 -1.732 -0.24
H 2.318 2.150 -1.914 0.27
H 0.387 3.182 -0.339 0.27
H -1.200 -0.421 -2.304 0.24
H 1.383 -0.146 -3.023 0.26
F -3.026 1.703 3.826 -0.69
Te -1.950 1.215 2.281 2.62
F -3.550 1.380 1.299 -0.64
F -2.519 -0.684 2.395 -0.70
F -1.671 3.057 1.620 -0.72
F 1.284 0.964 1.603 -0.56
O -1.045 0.573 0.248 -0.82
```

***

No. 2
C10H10ClN2OS | wB97M-V/def2-TZVPD

The value obtained for the HOMO energy is -12.243 eV. The charge is +1. The spin multiplicity is 1. The total energy is -1429.8694 hartree.

XYZ file:
```
25
Properties=species:S:1:pos:R:3:nbo_charge:R:1
C 0.814 -0.795 1.637 -0.17
C 2.201 -0.809 1.525 -0.22
C 1.981 -1.128 -0.784 -0.21
C 0.051 -0.633 0.484 -0.19
C 0.615 -0.863 -0.731 0.01
C 2.836 -1.048 0.288 -0.04
C -1.181 2.003 0.041 0.38
C -0.219 -1.030 -1.911 -0.48
C -1.400 -0.048 -1.754 -0.44
C -1.402 -0.245 0.603 0.60
N -1.606 1.101 0.867 -0.63
N -0.983 3.260 0.416 -0.70
O -2.340 -0.996 1.217 -0.63
S -0.832 1.658 -1.652 0.37
Cl 4.412 -1.552 0.080 0.11
H 0.319 -0.499 2.536 0.22
H 2.671 -0.865 2.523 0.24
H 2.321 -1.359 -1.769 0.23
H 0.307 -0.773 -2.870 0.24
H -0.542 -2.119 -1.996 0.25
H -2.178 -0.129 -2.514 0.24
H -2.349 1.289 1.659 0.47
H -0.856 3.498 1.282 0.40
H -0.647 3.946 -0.286 0.43
H -1.992 -1.863 1.108 0.51
```

***

No. 3
C10H10ClN3S | wB97M-V/def2-TZVPD

The value obtained for the HOMO energy is -8.479 eV. The charge is 0. The spin multiplicity is 1. The total energy is -1409.4824 hartree.

XYZ file:
```
25
Properties=species:S:1:pos:R:3:nbo_charge:R:1
C 1.575 -1.176 0.015 0.43
C -1.926 -1.495 0.895 -0.12
C -0.774 -1.091 -1.227 -0.18
C -1.500 -0.332 1.383 -0.27
C -0.213 0.264 -0.775 -0.12
C -1.580 -1.865 -0.497 -0.05
C -0.835 0.666 0.557 0.20
C 2.136 1.068 -0.001 -0.10
C -2.042 -3.147 -0.891 -0.64
C 3.115 3.619 0.165 -0.74
N 1.888 -2.243 0.282 -0.34
N 1.297 0.051 -0.400 -0.51
N -0.585 1.900 0.840 -0.41
S 1.730 2.644 -0.441 0.37
Cl -0.905 2.666 2.333 0.12
H -2.609 -2.251 1.505 0.24
H -0.530 -1.326 -2.361 0.23
H -1.773 0.153 2.357 0.24
H -0.002 1.088 -1.602 0.27
H -1.585 -3.483 -1.904 0.22
H -1.853 -4.041 -0.281 0.24
H -3.130 -3.126 -1.085 0.23
H 2.744 4.579 0.216 0.23
H 3.977 3.437 -0.350 0.23
H 3.379 3.440 1.268 0.24
```

***

No. 4
C10H10F6NO6PdS3 | wB97M-V/def2-TZVPD

The value obtained for the HOMO energy (spin up / spin down) is -3.493 / -3.160 eV. The charge is -1. The spin multiplicity is 1. The total energy is -2814.7438 hartree.

XYZ file:
```
37
Properties=species:S:1:pos:R:3:nbo_charge:R:1
Pd -1.752 -1.239 -0.189 0.83
F -2.018 0.603 4.800 -0.30
C -1.671 -0.572 4.285 0.76
F -2.733 -1.364 4.243 -0.30
F -0.728 -1.123 5.045 -0.31
S -1.005 -0.293 2.565 2.19
O -2.107 -0.296 1.627 -0.95
O -0.441 1.001 2.574 -0.94
N 0.208 -1.298 2.094 -1.14
S -0.348 -2.823 1.905 2.17
O -0.828 -3.270 3.171 -0.96
O -1.448 -2.876 0.957 -0.93
C 0.969 -3.990 1.322 0.77
F 0.366 -5.072 0.868 -0.29
F 1.761 -4.305 2.346 -0.31
F 1.685 -3.422 0.361 -0.29
O -1.321 -2.106 -1.645 -1.00
C 3.859 1.908 -1.618 -0.62
C 2.372 1.655 -1.612 -0.03
C 1.567 2.146 -0.595 -0.20
C 0.205 1.888 -0.577 -0.23
C -0.355 1.134 -1.580 -0.18
C 0.432 0.617 -2.597 -0.22
C 1.786 0.880 -2.611 -0.21
S -2.112 0.784 -1.568 1.28
C -2.528 2.007 -2.836 -0.82
O -2.665 1.316 -0.291 -0.97
H 4.123 2.714 -0.935 0.21
H 4.200 2.194 -2.614 0.21
H 4.401 1.012 -1.312 0.22
H 2.001 2.733 0.204 0.21
H -0.416 2.267 0.225 0.26
H -0.006 -0.003 -3.368 0.23
H 2.399 0.467 -3.403 0.20
H -2.170 2.985 -2.517 0.23
H -3.611 2.019 -2.937 0.23
H -2.073 1.721 -3.784 0.22
```

***

No. 5
C10H10IN2O3P | wB97M-V/def2-TZVPD

The value obtained for the HOMO energy is -9.531 eV. The charge is 0. The spin multiplicity is 1. The total energy is -1361.3927 hartree. Its SMILES is N#C[C@H]([C@@H](I)C#N)P(=O)(O)O.c1ccccc1.

XYZ file:
```
27
Properties=species:S:1:pos:R:3:nbo_charge:R:1
N -0.448 1.338 2.188 -0.29
C -1.294 0.861 1.569 0.24
C -2.347 0.134 0.937 -0.43
I -4.083 1.387 0.735 0.22
C -2.573 -1.205 1.725 -0.72
C -3.895 -1.390 2.242 0.26
N -4.919 -1.585 2.745 -0.24
P -2.042 -2.644 0.728 2.36
O -2.576 -3.902 1.200 -1.05
O -0.442 -2.615 0.793 -0.98
O -2.386 -2.287 -0.765 -0.98
H -2.030 -0.080 -0.064 0.28
H -1.913 -1.172 2.575 0.29
H -0.149 -2.479 1.695 0.51
H -1.736 -2.655 -1.365 0.53
C 3.816 0.766 -1.750 -0.21
C 3.373 1.772 -2.597 -0.21
C 2.272 2.540 -2.246 -0.22
C 1.617 2.306 -1.045 -0.21
C 2.061 1.302 -0.196 -0.22
C 3.159 0.530 -0.551 -0.21
H 4.673 0.166 -2.025 0.21
H 3.886 1.958 -3.531 0.21
H 1.924 3.322 -2.909 0.21
H 0.762 2.909 -0.768 0.21
H 1.553 1.124 0.739 0.22
H 3.503 -0.256 0.108 0.21
```

***

No. 6
C10H10IN3 | wB97M-V/def2-TZVPD

The value obtained for the HOMO energy (spin up / spin down) is -14.922 / -14.922 eV. The charge is +2. The spin multiplicity is 1. The total energy is -848.2165 hartree. Its SMILES is C=C=[NH+]C1=C2C=CC=CN2C/[N+]1=C\I.

XYZ file:
```
24
Properties=species:S:1:pos:R:3:nbo_charge:R:1
C 2.456 1.983 0.212 -0.07
C 1.617 3.097 0.011 -0.23
C 1.972 0.739 0.098 -0.29
C 0.287 2.857 -0.165 0.09
C 0.595 0.473 0.049 0.21
C -0.191 -0.709 -0.093 0.10
C 0.382 -3.164 0.070 0.42
C -2.688 -0.893 -0.201 -0.06
C -1.571 1.224 0.088 -0.07
C 0.158 -4.426 0.094 -0.37
N -0.156 1.600 -0.018 -0.30
N 0.588 -1.919 -0.119 -0.43
N -1.539 -0.219 -0.127 -0.30
I -4.540 0.076 0.003 0.38
H 3.583 1.956 0.229 0.27
H 2.109 4.139 -0.011 0.29
H 2.800 0.059 0.076 0.25
H -0.389 3.553 -0.367 0.23
H -1.923 1.548 1.224 0.28
H -2.363 1.601 -0.656 0.28
H 0.106 -5.069 -0.779 0.30
H -2.891 -1.972 -0.403 0.28
H 0.100 -5.038 0.895 0.28
H 1.496 -1.497 -0.109 0.46
```